ORCA calculation (wB97M-V/def2-TZVPD) on a structure of composition C55H50OP2PdS2.

```
111
Properties=species:S:1:pos:R:3:forces:R:3:lowdin_charge:R:1
C 4.267417 -0.509356 1.394964 0.161 0.265 0.078 -0.04
C 3.442354 -1.556951 0.676795 -0.334 0.049 0.514 -0.46
C 4.095762 -2.052437 -0.576872 0.249 -0.072 -0.508 -0.06
O 2.149104 -0.924947 0.381337 -0.437 -0.355 -0.261 -0.23
C 1.034792 -1.710757 0.225577 1.143 -0.680 0.523 -1.14
S -0.432052 -0.896114 -0.061192 0.166 1.114 -0.152 0.79
S 1.154737 -3.349304 0.380706 -0.401 0.045 -0.076 0.81
H 5.260481 -0.919314 1.619869 -0.182 0.045 -0.092 0.09
H 4.406925 0.389641 0.776097 -0.078 -0.217 0.092 0.09
H 3.810054 -0.221851 2.347298 0.057 -0.037 -0.280 0.05
H 3.273346 -2.415698 1.344049 -0.179 0.359 -0.121 0.09
H 5.077686 -2.464170 -0.314378 -0.148 -0.018 -0.090 0.09
H 3.494717 -2.837174 -1.045910 0.141 0.149 0.023 0.06
H 4.253166 -1.233134 -1.286264 -0.050 -0.079 0.055 0.08
C 1.158654 -5.141834 -3.940087 -0.012 0.068 -0.019 -0.10
C 1.132567 -5.748945 -2.679107 -0.087 -0.019 -0.108 -0.10
C 0.159306 -5.399220 -1.753149 -0.385 0.542 -0.223 -0.10
C -0.789565 -4.379372 -2.053580 0.400 -0.883 -1.114 -0.25
C -1.601213 -3.801679 -1.015490 -1.882 0.129 0.180 -0.13
C -2.518859 -2.793611 -1.237675 0.888 -1.339 -0.580 -0.14
C -3.063145 -1.914935 -0.277597 0.341 0.242 0.379 -0.10
C -3.597547 -2.258405 0.998043 -0.010 0.193 0.926 -0.24
C -4.214173 -1.234755 1.775981 0.046 -0.387 -0.285 -0.04
C -4.829297 -1.534287 2.982166 0.088 -0.354 -0.018 -0.09
C -4.798771 -2.847029 3.482497 0.257 0.246 -0.204 -0.08
C -4.137145 -3.849156 2.759634 -0.061 0.136 -0.147 -0.08
C -3.563166 -3.573187 1.522580 -0.228 0.227 0.130 -0.03
Pd 0.787343 1.296361 0.135545 -0.707 -0.452 -0.076 0.19
P 0.640235 1.783654 -2.070804 0.268 -0.116 0.807 0.94
C -0.727941 1.064244 -3.021113 -0.395 0.068 -0.687 -0.35
C -0.545542 0.333429 -4.207321 -0.115 0.097 0.303 -0.08
C -1.620051 -0.325272 -4.798647 -0.368 0.061 0.016 -0.09
C -2.908000 -0.191512 -4.272612 0.302 -0.016 0.114 -0.09
C -3.108863 0.608978 -3.144619 0.019 0.071 -0.072 -0.09
C -2.032238 1.237334 -2.524237 0.173 -0.260 -0.129 -0.11
C 0.388611 3.570988 -2.131189 -0.279 0.336 -0.646 -0.38
C 0.033017 4.210247 -3.332063 0.019 0.498 0.491 -0.08
C -0.254634 5.577539 -3.316222 0.042 -0.091 0.154 -0.08
C -0.211818 6.293965 -2.111667 0.083 -0.293 0.010 -0.08
C 0.129724 5.647121 -0.919679 0.034 0.036 -0.204 -0.08
C 0.435835 4.284956 -0.926837 -0.095 0.223 -0.200 -0.11
C 2.149170 1.379225 -2.968171 0.339 0.115 -0.512 -0.35
C 3.074553 2.376616 -3.314676 -0.012 -0.491 -0.224 -0.08
C 4.236729 2.022835 -4.002977 0.001 -0.152 0.071 -0.08
C 4.480931 0.688008 -4.340220 -0.081 0.026 0.058 -0.09
C 3.576822 -0.310552 -3.962702 -0.109 0.211 0.087 -0.09
C 2.423102 0.028444 -3.253795 0.222 0.245 -0.227 -0.12
P 0.094113 1.304828 2.301073 0.286 -0.331 0.001 0.95
C 0.370312 -0.314892 3.071973 0.028 0.140 0.755 -0.37
C 1.622197 -0.618237 3.615781 -0.283 -0.387 -0.105 -0.10
C 1.951448 -1.954882 3.850168 -0.088 0.028 0.243 -0.09
C 1.001914 -2.957059 3.660006 0.096 0.048 0.029 -0.12
C -0.294511 -2.630663 3.265231 -0.001 0.011 0.208 -0.10
C -0.614297 -1.312902 2.971049 0.147 0.024 0.015 -0.14
C 1.079494 2.539694 3.182079 -0.131 0.371 0.790 -0.35
C 0.509081 3.422532 4.118868 0.587 -0.034 -0.151 -0.07
C 1.282881 4.459709 4.645209 0.136 -0.111 -0.164 -0.08
C 2.616334 4.615660 4.252250 -0.150 -0.148 0.006 -0.09
C 3.191254 3.718073 3.349458 -0.170 -0.226 0.115 -0.08
C 2.428657 2.677122 2.818247 -0.120 0.379 0.097 -0.12
C -1.638300 1.644814 2.685863 -0.411 0.285 0.302 -0.36
C -2.240086 1.206439 3.882109 -0.225 0.304 -0.334 -0.09
C -3.568380 1.540792 4.146111 0.064 0.058 -0.019 -0.09
C -4.291304 2.324719 3.244096 0.113 -0.029 -0.183 -0.09
C -3.698318 2.747185 2.050777 0.064 0.012 0.099 -0.08
C -2.373223 2.412937 1.770160 -0.089 -0.228 0.347 -0.09
C -0.837578 -3.895085 -3.386343 0.315 -0.025 0.450 -0.03
C 0.155881 -4.234304 -4.299795 -0.061 -0.188 0.171 -0.09
H 1.953362 -5.384107 -4.647122 -0.217 0.045 0.190 0.10
H 1.895323 -6.483189 -2.406286 -0.275 0.208 -0.145 0.10
H 0.135629 -5.878039 -0.769137 0.088 0.305 -0.305 0.10
H -1.389902 -4.138759 0.004120 0.064 0.381 -0.502 0.07
H -2.799391 -2.547141 -2.267406 0.580 0.204 0.238 0.10
H -3.295733 -0.897299 -0.607502 -0.004 -0.345 -0.094 0.09
H -4.223854 -0.214811 1.377776 -0.017 -0.295 0.194 0.11
H -5.341913 -0.749796 3.534156 0.125 -0.149 -0.063 0.09
H -5.276395 -3.074074 4.434154 0.115 0.009 -0.214 0.10
H -4.083426 -4.865380 3.149312 -0.096 0.234 -0.050 0.10
H -3.117883 -4.367430 0.924820 -0.193 0.198 0.291 0.10
H 0.434656 0.280149 -4.679912 -0.242 -0.098 0.239 0.10
H -1.456886 -0.946937 -5.679392 -0.033 0.224 0.154 0.11
H -3.748885 -0.703616 -4.740559 0.205 0.125 0.120 0.11
H -4.114042 0.742799 -2.742517 0.236 -0.025 -0.116 0.11
H -2.202980 1.867599 -1.648392 0.110 -0.251 -0.122 0.10
H -0.039172 3.643918 -4.262745 0.066 0.129 0.264 0.11
H -0.521839 6.085151 -4.242335 0.032 -0.094 0.216 0.10
H -0.452734 7.357703 -2.099038 0.061 -0.284 -0.038 0.10
H 0.154836 6.199567 0.020429 -0.012 -0.115 -0.260 0.10
H 0.676752 3.749549 0.006070 -0.075 0.268 -0.465 0.06
H 2.872244 3.418567 -3.065698 0.060 -0.253 -0.092 0.10
H 4.951973 2.795555 -4.285925 -0.165 -0.201 0.063 0.10
H 5.379204 0.418943 -4.899753 -0.261 0.115 0.177 0.10
H 3.758639 -1.353335 -4.232042 -0.008 0.313 0.138 0.11
H 1.711862 -0.748979 -2.962818 0.227 0.197 0.003 0.11
H 2.322185 0.183733 3.859901 -0.117 -0.277 -0.272 0.10
H 2.954518 -2.216623 4.186091 -0.220 0.068 0.025 0.11
H 1.275197 -4.000350 3.813480 -0.061 0.243 0.020 0.11
H -1.055769 -3.404419 3.167414 0.191 0.180 0.000 0.10
H -1.631723 -1.055022 2.667861 0.396 -0.157 -0.042 0.08
H -0.526358 3.298202 4.437629 0.261 0.059 -0.158 0.10
H 0.841862 5.146685 5.365034 0.105 -0.104 -0.142 0.10
H 3.213958 5.431085 4.657202 -0.154 -0.165 -0.077 0.10
H 4.236899 3.813201 3.060337 -0.227 0.056 0.065 0.10
H 2.869370 1.991409 2.088021 -0.193 0.225 0.179 0.08
H -1.683653 0.606158 4.605218 -0.101 0.174 -0.301 0.12
H -4.043102 1.185173 5.063049 0.152 0.152 -0.242 0.11
H -5.320847 2.607159 3.467208 0.245 -0.123 -0.070 0.11
H -4.258123 3.345756 1.332557 0.062 -0.118 0.219 0.10
H -1.891311 2.742605 0.845627 -0.119 -0.129 0.237 0.08
H -1.635373 -3.205809 -3.676543 0.489 -0.127 0.067 0.09
H 0.152134 -3.770654 -5.288999 0.008 -0.243 0.242 0.10
```
Forces are in eV/Å.

Calculated values
energy = -3807.9693 Ha
2S+1 = 1
energy relative to the best compared isomer or geometry (same formula, charge and spin) = 0.00 kJ/mol
frontier orbital gap = 0.12396 Eh


ORCA calculation (wB97M-V/def2-TZVPD) on a structure of composition C55H51AsF2N2O7W.

```
119
Properties=species:S:1:pos:R:3:forces:R:3:lowdin_charge:R:1
W 0.412919 -1.785940 0.584904 -0.421 -0.918 -0.693 1.75
C -0.755085 0.920005 3.428168 0.113 0.003 -0.130 -0.08
O -1.332203 0.087810 2.433025 -0.096 0.173 0.199 -0.23
C -2.741469 0.292269 2.399765 0.077 0.041 0.070 -0.18
C -3.498422 -0.946740 2.006513 -0.059 -0.009 0.010 -0.19
O -3.205686 -1.380338 0.689740 -0.031 0.106 -0.068 -0.22
C -4.091235 -2.424044 0.323876 0.036 -0.075 0.091 -0.09
H -1.174415 0.697216 4.414348 -0.020 0.008 -0.010 0.10
H -0.928489 1.980706 3.204678 0.005 -0.010 0.007 0.09
H 0.315830 0.730972 3.458463 -0.038 -0.010 -0.050 0.07
H -2.978219 1.133767 1.739184 0.150 -0.301 0.457 0.09
H -3.089679 0.549451 3.406701 -0.048 -0.001 0.001 0.14
H -4.568030 -0.700399 2.077818 0.003 -0.042 0.056 0.14
H -3.284667 -1.754170 2.718158 -0.029 0.014 -0.055 0.13
H -5.112370 -2.047684 0.194660 0.004 -0.009 0.008 0.10
H -4.100988 -3.211909 1.084716 0.007 0.003 -0.008 0.10
H -3.747479 -2.852189 -0.613714 -0.026 -0.026 0.005 0.07
F -1.452939 -3.671065 5.396818 -0.007 -0.005 -0.103 0.09
C -1.387285 -3.830745 4.067430 -0.034 0.018 0.039 -0.26
C -0.825767 -2.827800 3.300242 -0.083 0.081 0.031 -0.03
C -0.741694 -2.976034 1.920399 0.114 0.035 -0.247 -0.20
C -1.184184 -4.188058 1.332382 -0.119 0.017 -0.003 -0.13
C -1.790944 -5.139337 2.155941 -0.032 -0.035 0.014 -0.21
F -2.309340 -6.267363 1.630038 0.071 0.047 0.005 0.08
C -1.905883 -4.990868 3.520850 0.044 0.060 -0.063 0.08
C -0.935384 -4.367215 -0.103826 -0.363 0.086 0.074 -0.18
C -1.193841 -5.522727 -0.851246 0.054 0.003 -0.023 0.03
C -0.875068 -5.565229 -2.192969 0.013 0.112 0.059 -0.02
C -0.309858 -4.447314 -2.806341 -0.105 -0.012 0.103 -0.03
C -0.096511 -3.335123 -2.032288 -0.093 0.141 -0.026 -0.13
N -0.405450 -3.280015 -0.719624 0.119 -0.408 -0.164 -0.05
H -0.470035 -1.934543 3.796171 0.007 -0.011 -0.005 0.11
H -2.372667 -5.751927 4.127493 -0.010 -0.015 0.020 0.14
H -1.624508 -6.383876 -0.371826 -0.011 -0.016 0.018 0.12
H -1.069949 -6.463507 -2.762254 0.016 -0.028 -0.010 0.12
H -0.048419 -4.438094 -3.853896 -0.011 -0.009 -0.016 0.12
H 0.314888 -2.426230 -2.459764 0.005 -0.092 0.088 0.11
C 3.843795 -1.539991 -2.415770 -0.117 0.020 0.079 0.02
C 3.044856 -2.090755 -1.264411 -0.541 0.175 0.097 -0.30
O 1.992385 -1.457713 -0.942633 1.032 -0.114 -0.371 -0.14
C 3.475564 -3.299941 -0.606146 -0.125 0.238 -0.038 -0.09
C 4.630588 -3.993414 -1.044449 -0.041 -0.016 0.029 -0.02
C 5.036915 -5.149170 -0.437084 -0.050 0.014 0.033 -0.06
C 4.288031 -5.661119 0.635303 0.045 -0.024 -0.029 -0.03
C 3.170916 -5.012063 1.097566 -0.073 0.193 -0.064 0.02
C 2.750684 -3.813268 0.493341 -0.200 0.229 0.173 -0.27
O 1.692049 -3.204484 1.000623 0.432 -0.876 -0.096 -0.21
H 3.273857 -0.770928 -2.930122 -0.028 0.027 0.041 0.07
H 4.106239 -2.317649 -3.129674 -0.008 -0.017 -0.005 0.10
H 4.775639 -1.108583 -2.043958 0.006 -0.011 0.010 0.11
H 5.206967 -3.609805 -1.872490 0.015 0.030 -0.030 0.11
H 5.922030 -5.664799 -0.778842 0.004 -0.021 -0.013 0.11
H 4.595633 -6.586178 1.105113 0.016 0.001 0.019 0.12
H 2.591958 -5.391818 1.928065 -0.008 -0.004 0.009 0.13
O -0.552647 -0.384411 -0.496722 0.084 0.121 -0.327 -0.56
As -1.355861 0.765340 -1.433592 -0.301 0.054 0.417 1.33
C -2.405736 1.979410 -0.408940 -0.132 0.080 -0.175 -0.30
C -1.871611 3.180988 0.048698 0.012 -0.140 0.146 -0.08
C -2.689004 4.083808 0.712588 0.048 -0.014 0.025 -0.05
C -4.030878 3.788299 0.908896 -0.045 -0.028 -0.014 -0.04
C -4.561552 2.588024 0.453379 -0.044 0.059 -0.098 -0.05
C -3.752901 1.679546 -0.211011 -0.037 0.242 -0.323 -0.11
C -2.556652 -0.007829 -2.689955 0.024 -0.102 -0.062 -0.30
C -2.860394 -1.358925 -2.645561 0.033 -0.038 -0.012 -0.10
C -3.788201 -1.880338 -3.537658 0.036 -0.001 0.013 -0.05
C -4.411225 -1.048387 -4.454242 -0.002 0.026 0.020 -0.05
C -4.112088 0.309133 -4.485853 0.006 0.005 -0.003 -0.05
C -3.184989 0.836996 -3.603413 0.019 -0.057 -0.027 -0.08
C -0.054178 1.843439 -2.322723 0.113 0.025 -0.079 -0.29
C -0.446599 3.048769 -2.906586 0.083 0.016 -0.145 -0.07
C 0.475309 3.787301 -3.631297 -0.532 -0.956 -0.574 -0.10
C 1.787795 3.347287 -3.746820 -0.131 -0.475 -0.155 -0.06
C 2.183422 2.166566 -3.135057 -0.012 0.089 -0.097 -0.04
C 1.258973 1.401160 -2.434523 -0.122 -0.145 -0.155 -0.11
H -0.827088 3.418631 -0.105155 0.019 0.031 -0.041 0.09
H -2.280830 5.021709 1.065368 0.018 0.002 0.013 0.11
H -4.670241 4.502340 1.409888 -0.004 -0.001 0.031 0.12
H -5.607029 2.362526 0.613039 -0.019 0.001 -0.012 0.12
H -4.160799 0.743214 -0.568556 -0.006 -0.021 0.002 0.11
H -2.393996 -1.991673 -1.906191 0.095 -0.011 0.015 0.07
H -4.025345 -2.935696 -3.510042 -0.017 -0.005 0.006 0.12
H -5.141577 -1.452833 -5.141371 0.004 -0.009 -0.023 0.12
H -4.604476 0.957501 -5.197150 -0.009 0.004 -0.011 0.12
H -2.966148 1.896555 -3.635477 0.010 0.012 0.015 0.10
H -1.452698 3.429572 -2.783036 -0.032 -0.046 -0.040 0.11
H 0.168014 4.710056 -4.104346 -0.243 -0.385 -0.156 0.12
H 2.501554 3.925029 -4.317744 0.086 0.001 0.001 0.13
H 3.211910 1.839298 -3.210272 0.017 -0.031 -0.031 0.12
H 1.547036 0.460340 -1.980677 0.022 -0.023 -0.068 0.07
C 1.305719 5.955010 -2.338130 0.440 0.531 0.294 -0.05
O 1.457261 4.923294 -1.361990 0.142 0.329 0.267 -0.11
C 1.456393 5.277826 -0.043853 -0.026 0.089 -0.165 -0.21
C 1.191113 6.548131 0.444298 0.015 -0.062 -0.008 0.01
C 1.198693 6.768409 1.815768 -0.003 -0.044 -0.009 -0.05
C 1.467771 5.733700 2.697998 0.000 0.046 -0.021 -0.06
C 1.730147 4.461241 2.215899 -0.066 -0.051 0.003 -0.01
C 1.716459 4.230756 0.850550 0.340 -0.197 -0.161 -0.14
N 1.836982 2.952430 0.222350 -0.004 -0.228 0.562 0.17
C 2.026092 1.733016 0.687082 0.103 0.399 -0.179 0.05
C 2.751512 1.283902 1.815993 -0.106 0.310 0.202 -0.13
C 3.815775 1.999336 2.427756 -0.115 -0.034 -0.100 -0.02
C 4.580397 1.404295 3.387212 -0.028 -0.192 0.050 -0.05
C 4.299124 0.075702 3.784191 0.098 0.201 -0.033 -0.02
C 3.271772 -0.640596 3.227593 -0.239 0.014 -0.226 0.03
C 2.471104 -0.038205 2.236836 -0.057 -0.275 -0.009 -0.30
O 1.430565 -0.652505 1.732931 0.666 1.070 1.181 -0.24
H 0.294075 6.361890 -2.317751 -0.052 0.031 -0.002 0.12
H 1.494512 5.486727 -3.299585 0.282 0.878 0.636 0.05
H 2.031352 6.750615 -2.172429 0.011 0.041 0.102 0.12
H 0.982210 7.363962 -0.230075 -0.006 0.027 -0.034 0.12
H 0.990808 7.760514 2.190593 0.015 0.023 0.015 0.12
H 1.475394 5.911949 3.763281 0.005 0.008 0.019 0.12
H 1.935378 3.660839 2.908660 -0.040 -0.087 0.027 0.11
H 1.588052 3.004907 -0.760179 -0.286 -0.075 -0.063 0.11
H 1.594290 0.957118 0.054359 0.263 0.158 0.035 0.10
H 4.047386 3.001026 2.094522 0.003 0.049 -0.030 0.12
H 5.406482 1.937619 3.833233 0.024 -0.003 0.023 0.12
H 4.912372 -0.385607 4.546947 0.001 0.001 0.023 0.12
H 3.037990 -1.650138 3.538892 0.017 0.002 -0.004 0.13
```
Forces are in eV/Å.

Calculated values
energy = -5264.7601 Ha
2S+1 = 3
energy relative to the best compared isomer or geometry (same formula, charge and spin) = 171.56 kJ/mol
total charge = +2
frontier orbital gap (spin up / spin down) = 0.20610 / 0.25219 Eh